Record 1
9
Properties=species:S:1:pos:R:3:nbo_charge:R:1 method="wB97M-V/def2-TZVPD" energy_ev=-33307.726 max_force_ha_per_bohr=0.05662
P -2.658 0.768 0.127 0.369
C -0.976 0.427 -0.226 0.022
N 0.179 0.623 -0.183 0.020
N 1.411 0.688 -0.201 -0.401
C 2.155 -0.409 -0.039 -0.138
S 1.603 -1.938 0.015 -0.059
I 4.210 0.125 0.183 0.157
H -2.745 -0.178 1.155 0.017
H -3.178 -0.108 -0.831 0.011

---

Record 2
11
Properties=species:S:1:pos:R:3:nbo_charge:R:1 method="wB97M-V/def2-TZVPD" energy_ev=-28372.717 max_force_ha_per_bohr=0.12524 total_charge=+1
C 2.693 -0.362 0.060 0.434
C -1.020 0.520 -1.105 -0.292
C -1.102 0.450 1.034 -0.298
N -0.881 -0.387 -0.055 -0.634
O 1.694 -0.993 0.202 -0.586
S 4.037 0.428 -0.043 0.198
S -1.254 1.859 0.017 0.616
H -1.357 0.299 -2.089 0.259
H -1.083 0.273 2.184 0.298
H -1.774 -1.080 -0.107 0.483
H 0.044 -1.007 -0.098 0.522

---

Record 3
64
Properties=species:S:1:pos:R:3:nbo_charge:R:1 method="wB97M-V/def2-TZVPD" energy_ev=-51789.342 smiles="O=C1C=C(CCOCC(F)(F)F)C(=O)c2ccc(CCC(F)(F)F)cc21.CCCC#N.CCCC#N" max_force_ha_per_bohr=0.19535
O -0.520 -0.296 -2.239 -0.523
C 0.068 -1.286 -1.562 0.514
C 1.711 -1.388 -1.281 -0.260
C 2.442 -2.667 -1.073 -0.032
C 4.054 -2.848 -0.833 -0.464
C 4.771 -1.642 0.014 -0.085
O 4.821 -0.342 -0.672 -0.542
C 5.132 0.766 0.244 -0.167
C 3.834 1.428 0.999 0.967
F 4.393 2.430 1.980 -0.364
F 3.026 0.481 1.802 -0.343
F 2.905 2.167 0.114 -0.333
C 1.522 -4.062 -1.137 0.511
O 2.140 -5.201 -1.507 -0.540
C -0.093 -3.983 -0.794 -0.121
C -0.996 -5.259 -0.281 -0.165
C -2.600 -5.022 0.045 -0.228
C -3.343 -3.553 -0.121 0.009
C -4.920 -3.284 0.242 -0.463
C -4.993 -1.975 1.227 -0.506
C -5.308 -0.554 0.472 0.995
F -4.260 0.496 0.728 -0.351
F -6.568 0.009 1.088 -0.358
F -5.472 -0.646 -0.997 -0.348
C -2.458 -2.256 -0.685 -0.206
C -0.869 -2.520 -0.999 -0.080
H 2.284 -0.367 -1.281 0.264
H 4.594 -3.101 -1.866 0.257
H 4.187 -3.838 -0.179 0.255
H 5.906 -1.975 0.173 0.190
H 4.293 -1.624 1.082 0.205
H 6.002 0.506 1.019 0.235
H 5.594 1.633 -0.435 0.249
H -0.444 -6.294 -0.175 0.262
H -3.252 -5.930 0.426 0.243
H -5.541 -3.193 -0.751 0.265
H -5.373 -4.224 0.818 0.243
H -3.944 -1.861 1.761 0.273
H -5.806 -2.093 2.078 0.271
H -2.899 -1.187 -0.867 0.272
C 5.501 5.851 3.635 -0.614
C 5.040 4.866 4.705 -0.387
C 6.014 4.764 5.880 -0.502
C 7.368 4.283 5.384 0.287
N 8.491 3.884 4.972 -0.346
H 6.448 5.542 3.182 0.218
H 4.762 5.913 2.831 0.220
H 5.632 6.855 4.056 0.202
H 4.907 3.880 4.244 0.216
H 4.060 5.182 5.079 0.210
H 5.632 4.057 6.624 0.251
H 6.134 5.738 6.366 0.244
C -4.861 0.673 -4.291 -0.617
C -5.800 1.872 -4.379 -0.385
C -7.270 1.493 -4.190 -0.503
C -7.691 0.514 -5.273 0.287
N -8.041 -0.298 -6.172 -0.346
H -5.062 -0.057 -5.081 0.217
H -3.821 0.995 -4.403 0.223
H -4.959 0.169 -3.322 0.207
H -5.664 2.358 -5.354 0.209
H -5.517 2.603 -3.614 0.211
H -7.899 2.387 -4.248 0.250
H -7.424 1.032 -3.208 0.247